66
Properties=species:S:1:pos:R:3:lowdin_charge:R:1 method="wB97M-V/def2-TZVPD" energy_ev=-59533.484 homo_ev=-7.1 total_charge=0 relative_energy_ev=0.000
Au -0.3689 -2.0852 -0.6793 0.702
C 2.4738 1.1113 0.3744 -0.204
N 2.0383 -0.1091 -0.2642 0.009
C 2.9466 -0.8655 -0.7322 -0.143
C 2.6914 -2.1427 -1.3487 -0.350
C 3.6242 -2.9790 -1.9458 -0.076
C 2.9296 -4.1149 -2.3906 -0.120
C 1.6085 -3.9222 -2.0274 -0.224
N 1.4514 -2.7289 -1.3971 -0.177
C 2.2779 2.3525 -0.4705 -0.212
C 2.1292 2.2868 -1.8504 -0.038
C 2.0352 3.4507 -2.6028 -0.088
C 2.0619 4.6937 -1.9877 -0.105
C 2.1962 4.7678 -0.6072 -0.094
C 2.3130 3.6047 0.1402 -0.057
H 3.5405 1.0772 0.6499 0.120
H 1.9166 1.2180 1.3072 0.102
H 4.0040 -0.5706 -0.6912 0.126
H 4.6803 -2.7769 -2.0389 0.095
H 3.3351 -4.9750 -2.8981 0.082
H 0.7672 -4.5811 -2.1744 0.079
H 2.0941 1.3180 -2.3309 0.107
H 1.9413 3.3824 -3.6801 0.100
H 1.9807 5.5987 -2.5768 0.097
H 2.2239 5.7317 -0.1144 0.099
H 2.4371 3.6676 1.2168 0.113
C -5.3764 -2.9287 -0.9052 -0.189
N -5.0078 -1.5619 -1.2782 -0.147
C -5.3703 -0.6638 -0.1841 -0.185
N -4.8009 -1.0425 1.1100 -0.144
C -5.1894 -2.4217 1.4033 -0.191
N -4.8068 -3.3739 0.3652 -0.153
C -3.3513 -3.5200 0.2970 -0.311
P -2.5244 -1.9251 -0.1256 0.810
C -3.5770 -1.4708 -1.5698 -0.310
C -3.3483 -0.8747 1.1462 -0.292
H -5.0628 -3.6096 -1.6981 0.128
H -6.4637 -2.9751 -0.8163 0.127
H -6.4572 -0.6686 -0.0823 0.127
H -5.0503 0.3503 -0.4338 0.127
H -6.2763 -2.4488 1.5048 0.128
H -4.7452 -2.7236 2.3536 0.128
H -3.0763 -4.2645 -0.4528 0.089
H -2.9850 -3.8828 1.2602 0.093
H -3.3237 -2.1386 -2.3964 0.091
H -3.3167 -0.4571 -1.8823 0.075
H -3.0911 0.1723 0.9860 0.065
H -2.9840 -1.1502 2.1396 0.103
O -1.3919 1.0055 -0.9258 0.084
C -1.8618 2.0652 -0.6196 -0.332
N -1.9064 2.6135 0.6966 0.222
C -2.5108 3.9101 0.6642 -0.318
O -2.6930 4.6158 1.6118 0.168
C -2.8789 4.1587 -0.7537 -0.080
C -3.4948 5.2559 -1.3234 0.017
C -3.7324 5.2064 -2.6915 -0.050
C -3.3691 4.0930 -3.4503 -0.050
C -2.7495 2.9966 -2.8653 0.015
C -2.5119 3.0612 -1.5061 -0.082
H -3.7780 6.1117 -0.7259 0.126
H -4.2109 6.0444 -3.1810 0.109
H -3.5703 4.0911 -4.5135 0.110
H -2.4514 2.1311 -3.4413 0.125
F -1.4119 2.5981 3.0421 0.281
B -1.2746 2.0345 1.8599 -0.719
F -0.6117 0.9013 1.7688 0.264

---

66
Properties=species:S:1:pos:R:3:mulliken_spin:R:1 method="wB97M-V/def2-TZVPD" energy_ev=-59529.617 s2=2.03 multiplicity=3 homo_ev="-6.0 / -7.7" total_charge=0
Au -0.1411 0.2342 -0.7167 0.028
C -1.4200 -1.1084 -3.5704 0.000
N -0.3211 -0.4449 -2.8999 0.009
C 0.8065 -0.2438 -3.4768 0.000
C 1.8937 0.3473 -2.7413 0.000
C 3.1550 0.7785 -3.1205 0.000
C 3.7602 1.3099 -1.9660 0.000
C 2.8423 1.1734 -0.9303 -0.002
N 1.7193 0.5807 -1.3907 -0.002
C -1.8520 -2.3605 -2.8318 0.028
C -0.9325 -3.1522 -2.1493 -0.009
C -1.3513 -4.2872 -1.4676 0.003
C -2.6949 -4.6452 -1.4626 0.000
C -3.6163 -3.8617 -2.1437 -0.016
C -3.1950 -2.7236 -2.8198 -0.010
H -1.1485 -1.3467 -4.6053 0.000
H -2.2663 -0.4219 -3.6016 -0.002
H 0.9622 -0.5180 -4.5235 0.000
H 3.5666 0.7258 -4.1183 0.000
H 4.7472 1.7403 -1.8848 0.000
H 2.9438 1.4412 0.1107 0.000
H 0.1147 -2.8701 -2.1395 0.000
H -0.6285 -4.8940 -0.9333 0.001
H -3.0199 -5.5279 -0.9251 0.002
H -4.6681 -4.1236 -2.1371 0.005
H -3.9221 -2.0993 -3.3298 0.005
C -2.7913 -1.3925 4.9554 -0.005
N -2.7519 0.0186 4.5525 0.020
C -1.8343 0.7532 5.4039 -0.029
N -0.4999 0.1177 5.3981 0.326
C -0.6087 -1.2509 5.9156 -0.025
N -1.4625 -2.0254 5.0369 0.039
C -0.8531 -2.2612 3.7387 0.042
P -0.9144 -0.7571 2.5959 0.113
C -2.4232 0.1814 3.1293 0.042
C 0.2155 0.2454 4.2219 0.379
H -3.3961 -1.9438 4.2362 0.002
H -3.2593 -1.4625 5.9372 0.000
H -2.2079 0.7436 6.4263 0.002
H -1.7456 1.7813 5.0603 0.002
H -1.0570 -1.2107 6.9061 0.002
H 0.3793 -1.7010 5.9837 0.002
H -1.3850 -3.0430 3.2092 0.009
H 0.1826 -2.5695 3.8805 -0.002
H -3.2585 -0.1639 2.5226 -0.005
H -2.2622 1.2357 2.9096 -0.004
H 0.3044 1.2709 3.8735 0.006
H 1.1664 -0.2849 4.2357 0.008
O -2.9712 1.1037 -1.9476 0.197
C -3.0806 0.2106 -1.1143 0.021
N -2.0448 -0.1843 -0.2374 0.001
C -2.4648 -1.2538 0.4828 0.427
O -1.7090 -1.7967 1.4467 0.055
C -3.7914 -1.6055 0.1603 -0.027
C -4.6605 -2.6177 0.6049 0.098
C -5.9095 -2.6946 0.0304 -0.039
C -6.3183 -1.7853 -0.9715 0.128
C -5.4692 -0.7829 -1.4064 -0.066
C -4.2013 -0.6952 -0.8388 0.215
H -4.3462 -3.3314 1.3588 0.011
H -6.5966 -3.4725 0.3476 0.000
H -7.3093 -1.8777 -1.3985 0.012
H -5.7726 -0.0760 -2.1707 0.000
F 1.6218 0.0051 1.6050 0.001
B 0.3260 0.4162 1.3555 0.002
F 0.0679 1.7140 1.7902 0.002

---

65
Properties=species:S:1:pos:R:3:lowdin_charge:R:1 method="wB97M-V/def2-TZVPD" energy_ev=-62844.109 homo_ev=-5.8 total_charge=0 relative_energy_ev=0.000
Cd -3.0240 -1.2293 0.8110 1.335
C 3.7577 1.4361 3.9956 -0.067
C 3.1353 0.0965 3.6304 -0.196
N 1.9334 0.2390 2.8173 -0.036
C 0.7118 0.1096 3.4099 0.026
C -0.4884 0.2171 2.7971 -0.044
C -1.7217 -0.0983 3.6559 -0.649
O -1.5596 -0.0124 4.8781 -0.010
O -2.7561 -0.4438 3.0297 -0.128
C -0.5219 0.5513 1.3981 -0.369
O -1.5245 0.6774 0.6945 -0.040
C 0.8073 0.7311 0.7655 -0.084
C 0.8299 0.9826 -0.6046 0.083
C 2.0281 1.0159 -1.2526 -0.195
F 2.0785 1.2099 -2.6027 0.044
C 3.2330 0.8067 -0.5828 -0.188
C 3.2198 0.5806 0.7773 0.066
C 2.0010 0.5315 1.4713 -0.140
N 4.4784 0.7298 -1.3003 -0.096
C 4.5387 -0.4505 -2.1493 -0.146
C 5.9513 -0.6431 -2.6556 -0.087
N 6.3562 0.6022 -3.4057 0.056
C 6.2511 1.8274 -2.5321 -0.090
C 4.8264 1.9365 -2.0312 -0.153
H 4.6521 1.2856 4.6015 0.076
H 3.0525 2.0372 4.5694 0.084
H 4.0370 2.0039 3.1073 0.065
H 2.8429 -0.4399 4.5309 0.123
H 3.8466 -0.5470 3.1091 0.113
H 0.7159 -0.1155 4.4696 0.141
H -0.1141 1.0894 -1.1249 0.148
H 4.1669 0.4165 1.2705 0.113
H 3.8444 -0.3951 -3.0033 0.137
H 4.2553 -1.3258 -1.5653 0.152
H 6.0382 -1.4858 -3.3383 0.137
H 6.6573 -0.7491 -1.8338 0.139
H 5.7295 0.7175 -4.2062 0.183
H 7.3017 0.5064 -3.7738 0.180
H 6.5452 2.6866 -3.1316 0.136
H 6.9533 1.6826 -1.7130 0.139
H 4.1527 2.1382 -2.8772 0.130
H 4.7652 2.7908 -1.3572 0.148
O -3.6866 -0.5502 -1.2378 -0.201
C -4.8342 -0.6513 -1.7947 -0.412
C -4.9271 -0.6879 -3.2185 -0.037
C -6.1206 -0.8346 -3.8792 -0.120
C -7.3236 -0.9502 -3.1731 -0.134
C -7.2773 -0.8870 -1.7973 -0.080
C -6.0802 -0.7183 -1.0908 -0.106
C -6.1377 -0.5630 0.3579 -0.281
N -5.1803 -0.7564 1.2515 0.005
C -5.6974 -0.4643 2.4938 -0.138
C -6.9950 -0.0950 2.3590 -0.094
N -7.2629 -0.1638 1.0074 0.093
H -3.9929 -0.6108 -3.7614 0.101
H -6.1267 -0.8733 -4.9632 0.092
H -8.2623 -1.0961 -3.6902 0.084
H -8.2063 -1.0031 -1.2466 0.097
H -5.0712 -0.5221 3.3672 0.088
H -7.7348 0.2107 3.0762 0.100
H -8.1088 0.1253 0.5522 0.141
Cl 0.1192 -2.4696 0.4485 0.354
C -1.6414 -2.9585 0.7058 -0.669
H -1.6031 -3.5535 1.6155 -0.056
H -1.8329 -3.6273 -0.1304 -0.062

---

64
Properties=species:S:1:pos:R:3:lowdin_charge:R:1 method="wB97M-V/def2-TZVPD" energy_ev=-132908.994 homo_ev="-7.6 / -7.6" total_charge=0
Ce 8.2249 10.3598 10.6140 0.641
C 8.2491 6.9328 14.0429 -0.064
C 8.5773 7.9234 12.9267 -0.217
N 7.5004 8.9280 12.6577 -0.282
C 6.1788 8.3708 12.3284 -0.242
C 6.1274 7.1974 11.3355 -0.091
C 7.5373 10.0046 13.6488 -0.176
C 6.6650 11.2631 13.3262 -0.220
N 6.9258 11.7082 12.0019 -0.158
C 6.5867 12.9132 11.5055 -0.156
C 7.1053 13.3632 10.2445 -0.101
F 7.9649 12.5196 9.5368 -0.054
C 6.8034 14.5573 9.6696 -0.199
F 7.3682 14.8894 8.4771 0.092
C 5.8729 15.3710 10.3098 0.056
C 5.3236 14.9851 11.5042 -0.214
F 4.4644 15.7950 12.1711 0.088
C 5.6790 13.8182 12.1403 -0.092
F 5.0814 13.4869 13.3475 0.060
H 9.0984 6.2838 14.2865 0.080
H 7.4207 6.2787 13.7898 0.057
H 7.9730 7.4515 15.0125 0.092
H 8.7569 7.4170 11.9888 0.110
H 9.4797 8.5053 13.1297 0.109
H 5.5939 9.2434 11.9192 0.124
H 5.6476 8.1092 13.2511 0.124
H 6.5801 7.4811 10.3625 -0.034
H 5.0368 7.0584 11.1502 0.093
H 6.5711 6.2682 11.7344 0.076
H 8.5672 10.4266 13.7229 0.133
H 7.1935 9.6073 14.6376 0.137
H 6.9136 11.9740 14.1501 0.141
H 5.6055 10.9895 13.4518 0.119
H 5.6322 16.3415 9.8667 0.144
O 11.9974 10.8890 12.9721 0.058
C 11.4674 10.7048 11.8791 -0.606
O 10.2062 10.2363 11.7567 -0.325
C 12.1453 11.0422 10.5384 -0.228
P 11.0798 10.5405 9.1330 1.023
C 11.2767 11.7330 7.7510 -0.367
C 10.1941 12.2473 7.0281 -0.069
C 10.4663 13.2566 6.0872 -0.076
C 11.7771 13.6101 5.7856 -0.092
C 12.8292 13.0543 6.5016 -0.093
C 12.5995 12.1234 7.4954 -0.107
C 11.7614 8.9551 8.5498 -0.375
C 12.0134 8.7177 7.1917 -0.074
C 12.0494 7.3901 6.7289 -0.089
C 11.9277 6.2993 7.5592 -0.092
C 11.7943 6.5517 8.9273 -0.079
C 11.7753 7.8590 9.4334 -0.097
H 13.1415 10.5818 10.5966 0.107
H 12.2435 12.1190 10.6469 0.102
H 9.1763 11.8758 7.2247 0.101
H 9.6675 13.7469 5.5413 0.103
H 11.9612 14.2641 4.9102 0.115
H 13.8508 13.3647 6.1930 0.116
H 13.4128 11.7100 8.0894 0.110
H 12.0673 9.5541 6.5048 0.097
H 12.1291 7.1973 5.6402 0.113
H 11.9080 5.2898 7.1786 0.102
H 11.6726 5.6929 9.5889 0.104
H 11.7468 8.0682 10.5188 0.113
Se 8.1198 8.7023 8.6740 0.227

---

69
Properties=species:S:1:pos:R:3:mulliken_spin:R:1 method="wB97M-V/def2-TZVPD" energy_ev=-107385.635 s2=2.01 multiplicity=3 homo_ev="-9.5 / -9.5" total_charge=+1
V -0.5094 0.6498 0.2999 1.995
N 1.9394 1.0642 4.3809 -0.001
C 1.1877 1.6003 3.4161 0.001
S 1.7549 2.9969 2.6132 0.007
N -0.0076 1.0492 3.2437 0.026
N -0.8247 1.1180 2.2287 -0.039
C -2.0778 1.4069 2.4768 -0.048
C -3.0217 1.0786 1.4592 0.058
C -4.4096 1.2073 1.5788 -0.006
C -5.2188 0.7300 0.5722 0.019
C -4.6341 0.1157 -0.5401 -0.007
C -3.2641 0.0417 -0.6062 0.047
N -2.4610 0.5267 0.3550 -0.120
H 2.8392 1.4611 4.5831 0.000
H 1.5945 0.2977 4.9356 0.001
H -2.3733 1.7501 3.4594 0.001
H -4.8198 1.6710 2.4648 0.001
H -6.2942 0.8187 0.6397 0.000
H -5.2422 -0.2869 -1.3365 0.000
H -2.7677 -0.4212 -1.4528 0.000
C -0.0193 4.6915 -0.2650 -0.001
C -0.6770 3.4447 -0.7591 0.034
O -0.6218 2.3613 -0.1371 -0.055
N -1.3716 3.5219 -1.8862 0.026
C -2.1338 2.3971 -2.4207 0.022
C -1.2679 1.3521 -3.0931 0.003
C -1.4103 1.0873 -4.4468 -0.002
C -0.5767 0.1542 -5.0459 0.001
C 0.3865 -0.4650 -4.2675 0.000
C 0.4454 -0.1528 -2.9187 0.014
N -0.3693 0.7195 -2.3235 0.008
H 0.6393 4.4559 0.5673 -0.001
H -0.7796 5.3934 0.0798 0.002
H 0.5502 5.1624 -1.0663 0.001
H -1.2746 4.3517 -2.4495 -0.001
H -2.8636 2.7967 -3.1207 0.000
H -2.6621 1.9309 -1.5937 -0.003
H -2.1686 1.6021 -5.0212 0.000
H -0.6765 -0.0802 -6.0967 0.000
H 1.0740 -1.1836 -4.6897 0.000
H 1.1876 -0.6301 -2.2891 0.000
N 1.6725 0.7491 0.0841 0.016
C 2.4828 -0.3586 0.5443 -0.059
C 3.6742 -0.6866 -0.0906 -0.003
C 4.4056 -1.7905 0.3312 0.001
C 3.9386 -2.5396 1.3938 0.000
C 2.7638 -2.2170 2.0479 0.004
C 2.0427 -1.1145 1.6263 0.030
S 4.6645 -4.1761 1.7762 0.000
O 6.0773 -4.0276 1.5257 0.000
O 4.2759 -4.4356 3.1442 0.000
O 3.9255 -4.9505 0.7823 0.000
H 1.7993 1.5551 0.7416 -0.006
H 2.0184 1.0814 -0.8132 0.009
H 4.0246 -0.0977 -0.9337 0.000
H 5.3354 -2.0720 -0.1447 0.000
H 2.4338 -2.8368 2.8711 0.000
H 1.1107 -0.8679 2.1209 0.034
Cl 1.9667 -3.9691 -1.4330 0.000
C 0.6279 -3.3374 -0.5850 -0.003
C -0.2183 -4.1563 0.1513 0.000
C -1.2277 -3.5612 0.8957 0.003
C -1.3482 -2.1869 0.9048 0.020
N -0.5526 -1.3892 0.1712 -0.033
C 0.3937 -1.9721 -0.5789 -0.006
H -0.0783 -5.2284 0.1441 0.000
H -1.9178 -4.1639 1.4677 0.000
H -2.0931 -1.7050 1.5238 -0.002
H 1.0022 -1.3317 -1.1972 0.013

---

59
Properties=species:S:1:pos:R:3:lowdin_charge:R:1 method="wB97M-V/def2-TZVPD" energy_ev=-49916.518 homo_ev=-9.7 total_charge=+1 relative_energy_ev=0.000
C -6.6918 -2.5785 -0.5964 -0.081
N -6.0082 -2.1559 0.6108 -0.260
C -6.6866 -2.5704 1.8235 -0.082
C -4.6201 -1.9375 0.6031 -0.260
C -4.0977 -0.6191 0.5935 0.001
C -2.7286 -0.4048 0.5617 -0.024
C -1.8184 -1.4819 0.5466 -0.146
C -0.3467 -1.1724 0.4843 -0.487
C 0.5704 -2.2544 0.6110 -0.373
S 2.2432 -1.9300 0.5963 1.008
C 2.7805 -2.9938 1.9916 -0.253
C 2.7965 -3.0406 -0.7594 -0.250
O 0.0521 0.0020 0.3060 -0.074
C -2.3439 -2.7883 0.5567 -0.025
C -3.7187 -3.0229 0.5924 0.001
H -6.0772 -2.3338 -1.4712 0.092
H -6.8960 -3.6625 -0.5731 0.081
H -7.6546 -2.0517 -0.6570 0.084
H -6.0705 -2.3197 2.6956 0.091
H -7.6498 -2.0437 1.8826 0.084
H -6.8913 -3.6546 1.8080 0.081
H -4.8088 0.2101 0.6076 0.115
H -2.3633 0.6222 0.5434 0.102
H 0.2664 -3.2974 0.7215 0.063
H 3.8752 -2.9679 1.9929 0.051
H 2.3844 -2.5251 2.8980 0.061
H 2.3977 -4.0144 1.8677 0.065
H 3.8920 -3.0156 -0.7543 0.050
H 2.4131 -4.0569 -0.6022 0.066
H 2.4059 -2.6039 -1.6843 0.061
H -1.6644 -3.6381 0.5324 0.097
H -4.1185 -4.0413 0.6082 0.122
F 4.6284 1.8099 -5.4191 0.131
C 5.4683 2.0436 -4.3604 -0.501
F 6.3757 1.0217 -4.3428 0.129
F 6.1687 3.1892 -4.6630 0.133
C 4.7206 2.1796 -3.0628 -0.076
C 5.2411 1.6343 -1.8881 0.022
C 4.5152 1.7385 -0.7215 0.022
C 3.2536 2.4096 -0.6565 -0.159
C 2.5825 2.3969 0.5926 0.127
C 1.3116 2.9040 0.9503 -0.184
C 1.0354 3.0193 2.3530 0.019
C -0.1690 3.5246 2.8128 -0.036
C -1.1480 3.9630 1.9043 -0.002
C -0.9022 3.8589 0.5272 -0.033
C 0.2807 3.3037 0.0486 0.017
C 2.8262 3.0540 -1.8560 0.038
C 3.5232 2.8934 -3.0424 0.029
H 6.2010 1.1266 -1.8969 0.135
H 4.9066 1.2945 0.1940 0.127
H 3.1613 1.9717 1.4160 0.136
H 1.8128 2.6889 3.0464 0.127
H -0.3564 3.5807 3.8874 0.122
H -2.0946 4.3734 2.2645 0.127
H -1.6527 4.2029 -0.1900 0.124
H 0.4039 3.1313 -1.0203 0.111
H 1.9488 3.6954 -1.8558 0.110
H 3.1349 3.3333 -3.9588 0.141

---

61
Properties=species:S:1:pos:R:3:lowdin_charge:R:1 method="wB97M-V/def2-TZVPD" energy_ev=-42223.171 smiles="Cc1ccnc(NC(=O)CCC(=O)N(CC(=O)NCCc2ccccc2)c2ccc(F)cc2)c1" homo_ev=-8.8 total_charge=0 relative_energy_ev=0.273
C -2.3644 -6.2261 -1.7907 -0.043
C -2.6059 -5.1249 -0.8084 -0.262
C -2.3711 -3.8006 -1.1429 0.046
C -2.6143 -2.8176 -0.1864 -0.268
N -3.0647 -3.0918 1.0345 0.097
C -3.2859 -4.3576 1.3483 -0.135
C -3.0774 -5.4058 0.4739 -0.038
H -3.2745 -6.4224 0.7769 0.109
H -3.6491 -4.5266 2.3538 0.107
N -2.4306 -1.4573 -0.4073 0.162
C -1.8970 -0.8358 -1.4920 -0.468
O -1.5208 -1.4033 -2.4943 0.077
C -1.8329 0.6833 -1.3705 -0.083
C -0.4460 1.1387 -1.8241 -0.078
C 0.5962 0.6082 -0.8588 -0.402
O 0.2987 -0.1164 0.0785 0.044
N 1.8736 1.0137 -1.0475 0.011
C 2.3109 1.8174 -2.1295 -0.228
C 2.8978 3.0536 -1.8771 0.015
C 3.3521 3.8310 -2.9264 0.011
C 3.2154 3.3573 -4.2188 -0.275
C 2.6584 2.1197 -4.4890 0.005
C 2.2130 1.3448 -3.4348 -0.009
H 1.8049 0.3638 -3.6232 0.125
H 2.5901 1.7717 -5.5072 0.120
F 3.6496 4.1152 -5.2451 0.061
H 3.8083 4.7920 -2.7512 0.122
H 3.0134 3.3951 -0.8597 0.107
C 2.8582 0.6587 -0.0317 -0.023
H 3.8541 0.7927 -0.4547 0.141
C 2.7098 1.5717 1.1969 -0.466
O 3.3097 2.6263 1.2841 0.045
N 1.8682 1.1034 2.1293 0.082
H 1.3079 0.2871 1.9186 0.116
C 1.5086 1.8794 3.2940 -0.152
H 1.7636 1.3170 4.1984 0.129
H 2.1142 2.7883 3.2572 0.118
C 0.0124 2.2331 3.3106 -0.126
C -0.8242 1.0836 3.8013 -0.239
C -1.1565 0.9928 5.1476 -0.050
C -1.9055 -0.0701 5.6198 -0.087
C -2.3312 -1.0589 4.7493 -0.090
C -2.0019 -0.9840 3.4066 -0.071
C -1.2520 0.0822 2.9381 -0.043
H -0.9864 0.1288 1.8922 0.074
H -2.3306 -1.7565 2.7254 0.065
H -2.9190 -1.8874 5.1162 0.099
H -2.1582 -0.1249 6.6689 0.101
H -0.8278 1.7641 5.8302 0.111
H -0.1294 3.0918 3.9687 0.114
H -0.2881 2.5225 2.3013 0.120
H 2.7040 -0.3862 0.2499 0.131
H -0.3742 2.2271 -1.8739 0.135
H -0.2662 0.7339 -2.8200 0.111
H -2.0330 1.0091 -0.3504 0.112
H -2.5888 1.1066 -2.0350 0.130
H -2.6435 -0.9055 0.4139 0.132
H -2.0043 -3.5243 -2.1166 0.103
H -1.6322 -6.9287 -1.3950 0.086
H -3.2868 -6.7763 -1.9727 0.086
H -1.9985 -5.8309 -2.7343 0.078